{"formula": "C34H37N6O4PdSe", "method": "ωB97M-V/def2-TZVPD", "total_charge": 1, "energy_ev": -121809.6737, "e_above_lowest_kj_mol": 117.8, "homo_energy_ev": -10.34, "elements": ["Pd", "C", "O", "C", "C", "C", "C", "C", "C", "N", "C", "N", "C", "C", "C", "C", "C", "C", "O", "C", "N", "C", "C", "C", "C", "C", "C", "O", "C", "H", "H", "H", "H", "H", "H", "H", "H", "H", "H", "H", "H", "H", "H", "H", "H", "H", "H", "H", "H", "H", "H", "O", "C", "C", "C", "C", "C", "C", "N", "H", "H", "H", "H", "H", "H", "H", "H", "H", "H", "H", "Se", "N", "C", "C", "C", "C", "C", "C", "N", "H", "H", "H", "H"], "positions_angstrom": [[0.699, -0.267, -1.590], [0.653, -4.511, 5.244], [0.879, -3.587, 4.186], [1.649, -2.504, 4.451], [2.248, -2.225, 5.669], [2.999, -1.065, 5.826], [3.131, -0.170, 4.779], [2.519, -0.439, 3.560], [1.804, -1.614, 3.379], [1.154, -1.961, 2.174], [1.449, -1.525, 0.920], [2.748, -1.236, 0.689], [3.374, -1.034, -0.572], [2.605, -0.656, -1.669], [3.154, -0.681, -2.942], [4.497, -0.983, -3.122], [5.285, -1.251, -2.024], [4.745, -1.286, -0.740], [5.675, -1.594, 0.211], [5.500, -1.441, 1.608], [0.519, -1.459, -0.002], [-0.835, -1.442, 0.442], [-1.735, -2.419, 0.065], [-3.075, -2.321, 0.424], [-3.509, -1.225, 1.144], [-2.622, -0.220, 1.520], [-1.282, -0.321, 1.174], [-0.340, 0.607, 1.470], [-0.734, 1.714, 2.271], [0.009, -5.282, 4.835], [0.155, -4.030, 6.088], [1.589, -4.960, 5.580], [2.141, -2.908, 6.500], [3.469, -0.863, 6.780], [3.695, 0.745, 4.907], [2.586, 0.277, 2.750], [0.262, -2.421, 2.277], [3.348, -1.489, 1.452], [2.521, -0.515, -3.806], [4.925, -1.007, -4.116], [6.340, -1.468, -2.123], [6.494, -1.532, 2.035], [4.888, -2.237, 2.042], [5.103, -0.457, 1.871], [-1.372, -3.250, -0.526], [-3.773, -3.100, 0.142], [-4.550, -1.140, 1.430], [-2.986, 0.628, 2.083], [0.164, 2.302, 2.433], [-1.126, 1.383, 3.234], [-1.480, 2.327, 1.760], [-1.473, -0.428, -2.273], [-2.458, -0.030, -2.906], [-3.796, -0.706, -2.735], [-4.895, 0.198, -2.118], [-4.541, 1.683, -2.030], [-4.408, 2.391, -3.380], [-3.576, 1.590, -4.385], [-2.401, 0.993, -3.765], [-3.620, -1.572, -2.104], [-4.100, -1.078, -3.717], [-5.089, -0.156, -1.105], [-5.828, 0.071, -2.672], [-3.601, 1.783, -1.469], [-5.300, 2.197, -1.438], [-3.962, 3.377, -3.226], [-5.396, 2.557, -3.817], [-3.242, 2.220, -5.206], [-4.180, 0.798, -4.828], [-1.500, 1.431, -3.871], [2.332, 2.181, -3.715], [0.960, 1.606, -2.691], [0.248, 2.682, -2.363], [-0.877, 2.693, -1.494], [-1.500, 3.877, -1.265], [-1.065, 5.096, -1.862], [0.013, 5.137, -2.682], [0.712, 3.926, -2.946], [1.796, 3.855, -3.691], [-1.206, 1.769, -1.040], [-2.361, 3.911, -0.608], [-1.610, 6.003, -1.636], [0.371, 6.052, -3.134]], "atomic_forces_ev_per_a": [[0.14, 0.59, -0.92], [-0.01, -0.01, 0.00], [-0.04, -0.08, 0.03], [0.05, 0.01, 0.06], [-0.01, -0.03, 0.04], [0.02, 0.03, 0.00], [-0.01, -0.02, -0.01], [-0.03, 0.01, 0.01], [0.11, 0.03, -0.07], [-0.15, 0.12, 0.11], [0.20, 0.02, -0.16], [-0.02, -0.03, -0.10], [-0.25, -0.04, 0.22], [-0.04, -0.10, 0.26], [-0.06, 0.03, -0.03], [0.03, -0.01, -0.04], [0.03, 0.02, 0.04], [0.08, 0.15, -0.02], [-0.08, -0.25, 0.03], [0.05, 0.11, -0.06], [0.08, -0.29, 0.20], [-0.08, 0.23, 0.06], [0.06, -0.05, 0.09], [0.01, -0.10, -0.02], [-0.08, 0.01, 0.05], [0.04, 0.05, 0.01], [-0.17, -0.20, -0.11], [0.05, 0.12, 0.08], [0.08, -0.05, -0.03], [0.00, -0.01, -0.01], [0.00, 0.03, -0.01], [0.02, 0.01, -0.02], [0.00, 0.01, -0.02], [-0.02, -0.01, -0.03], [-0.02, -0.02, 0.00], [-0.01, -0.02, 0.01], [-0.01, 0.00, 0.01], [0.02, -0.02, 0.03], [0.00, -0.01, -0.03], [0.00, 0.00, 0.02], [-0.02, 0.01, 0.00], [0.03, 0.02, 0.02], [0.01, -0.02, 0.00], [-0.04, 0.00, -0.02], [0.00, -0.02, -0.01], [0.03, 0.01, 0.00], [0.03, -0.01, 0.00], [0.01, -0.01, 0.00], [0.00, 0.00, -0.02], [-0.02, -0.02, 0.01], [-0.03, 0.00, -0.01], [0.12, 0.12, 0.24], [-0.18, -0.16, 0.19], [-0.07, -0.01, -0.11], [0.01, 0.01, 0.00], [0.09, 0.02, 0.01], [-0.01, -0.04, 0.00], [-0.08, 0.05, 0.07], [0.14, 0.01, -0.15], [0.02, 0.00, 0.00], [-0.05, 0.03, 0.02], [0.00, -0.02, 0.00], [0.03, 0.01, -0.02], [-0.11, 0.01, -0.06], [0.00, 0.00, 0.02], [0.02, -0.01, -0.01], [0.01, 0.00, 0.01], [0.03, 0.00, 0.00], [0.01, -0.03, 0.00], [0.03, 0.06, -0.01], [-0.12, -0.08, 0.06], [0.22, 0.09, 0.01], [0.35, -0.02, -0.26], [-0.25, 0.13, 0.15], [-0.07, -0.31, 0.13], [0.09, 0.32, -0.13], [-0.17, 0.22, 0.09], [-0.09, -0.21, 0.15], [0.06, -0.29, -0.05], [-0.04, -0.05, 0.06], [0.02, -0.04, -0.01], [0.03, -0.01, -0.04], [-0.03, -0.01, 0.03]], "mulliken_charge": [-0.07, -0.99, -0.39, 0.80, -0.34, -0.83, -1.19, 0.50, -0.69, -0.01, 0.27, 0.35, 0.81, -0.06, -0.80, -0.88, -0.55, 0.53, -0.51, -0.84, -0.80, 0.24, -0.65, -0.97, -0.72, -0.66, 1.23, 0.18, -1.18, 0.25, 0.41, 0.37, 0.43, 0.41, 0.44, 0.68, 0.53, -0.27, 0.91, 0.41, 0.45, 0.37, 0.35, 0.36, 0.49, 0.37, 0.49, 0.54, 0.25, 0.44, 0.31, -0.49, 0.02, -0.65, -0.75, -0.08, -0.61, -1.04, 0.10, 0.30, 0.43, 0.27, 0.37, -0.28, 0.52, 0.36, 0.40, 0.47, 0.29, 0.30, 0.34, -0.43, 0.21, 0.87, -0.74, -0.86, -0.62, 0.55, -0.79, 0.44, 0.46, 0.42, 0.47]}